Entry 1:
C12H17N | the ωB97M-V functional and the def2-TZVPD basis

- 2S+1 = 1
- LUMO level (eV) = 1.0

XYZ file:
```
30
C12H17N the ωB97M-V functional and the def2-TZVPD basis
C 2.855 3.832 -1.898
C 2.053 4.523 -0.775
H 3.880 3.703 -1.519
H 2.430 2.829 -1.965
H 2.973 4.326 -2.876
H 0.972 4.550 -1.065
H 2.361 5.532 -0.607
H 2.178 3.992 0.190
C 1.071 0.196 -1.287
C 2.341 0.141 -0.345
C -0.095 0.068 -0.378
C -0.422 0.981 0.587
C -0.751 -1.170 0.001
C -1.485 -0.922 1.168
C -0.666 -2.445 -0.532
C -2.249 -1.902 1.749
C -1.516 -3.418 -0.005
C -2.350 -3.139 1.082
N -1.273 0.424 1.517
H 1.055 1.142 -1.844
H 1.188 -0.536 -2.081
H 2.810 1.087 -0.078
H -0.329 2.045 0.687
H -1.701 0.678 2.387
H -0.109 -2.609 -1.450
H -2.899 -1.722 2.607
H -1.491 -4.437 -0.432
H -2.916 -3.946 1.535
H 3.169 -0.503 -0.647
H 2.081 -0.355 0.599
```

Löwdin atomic charge list, values in e, 4 entries: -0.1646 -0.1720 0.0631 0.0272



Entry 2:
C34H36As2BrCsF3N2O2S | the ωB97M-V functional and the def2-TZVPD basis

- 2S+1 = 1
- LUMO level (eV) = 1.9
- charge = -1

XYZ file:
```
82
C34H36As2BrCsF3N2O2S the ωB97M-V functional and the def2-TZVPD basis
Cs 0.837 -0.977 0.849
C -2.791 0.384 3.812
As -0.823 0.285 3.898
C -0.721 -0.304 5.772
C -0.554 2.206 4.129
C -0.439 2.778 5.393
C -0.247 4.142 5.554
C -0.175 4.960 4.438
C -0.286 4.398 3.176
C -0.462 3.030 3.000
As -0.580 2.257 1.204
C -2.059 3.415 0.562
C 0.861 3.258 0.341
H -3.194 0.963 4.643
H -3.211 -0.622 3.830
H -3.076 0.860 2.873
H -1.443 0.183 6.429
H 0.289 -0.138 6.146
H -0.917 -1.377 5.787
H -0.484 2.156 6.277
H -0.151 4.560 6.549
H -0.024 6.027 4.548
H -0.220 5.051 2.313
H -1.825 4.474 0.674
H -2.967 3.195 1.125
H -2.240 3.204 -0.493
H 0.819 4.330 0.535
H 0.818 3.101 -0.738
H 1.798 2.857 0.725
C 0.459 1.798 -6.198
C 1.438 1.540 -5.043
C 0.990 2.372 -3.838
C 2.845 2.008 -5.446
C 1.474 0.043 -4.730
C 1.890 -0.857 -5.721
C 1.965 -2.221 -5.487
C 1.617 -2.697 -4.233
S 1.640 -4.315 -3.615
C 1.066 -3.693 -2.019
N 0.885 -2.416 -2.023
C 1.185 -1.823 -3.223
C 1.117 -0.456 -3.487
C 0.883 -4.611 -0.897
C 1.323 -5.943 -1.036
C 1.152 -6.847 -0.012
C 0.541 -6.417 1.163
C 0.128 -5.100 1.289
C 0.267 -4.118 0.285
H 0.428 2.863 -6.437
H -0.545 1.476 -5.915
H 0.752 1.254 -7.096
H 0.984 3.431 -4.105
H 1.675 2.237 -2.999
H -0.017 2.094 -3.522
H 2.840 3.078 -5.669
H 3.205 1.478 -6.327
H 3.545 1.828 -4.628
H 2.173 -0.493 -6.701
H 2.299 -2.898 -6.263
H 0.788 0.186 -2.681
H 1.813 -6.263 -1.952
H 1.491 -7.871 -0.113
H 0.395 -7.116 1.982
H -0.335 -4.813 2.234
Br -6.370 -2.791 -1.535
C -4.782 -2.060 -0.783
C -4.689 -0.693 -0.590
C -3.513 -0.210 -0.039
N -2.483 -0.975 0.313
C -2.597 -2.291 0.112
C -3.731 -2.882 -0.435
H -5.497 -0.028 -0.859
H -3.388 0.856 0.130
H -1.736 -2.912 0.370
H -3.774 -3.951 -0.586
F 4.459 0.421 4.561
C 3.175 0.421 4.168
F 2.584 -0.635 4.777
F 2.610 1.520 4.691
C 3.009 0.314 2.610
O 3.780 -0.461 2.048
O 2.053 0.983 2.158
```

Löwdin atomic charge list, values in e, 4 entries: 0.9729 -0.3156 1.1151 -0.3316



Entry 3:
C3H11NOS | the ωB97M-V functional and the def2-TZVPD basis

- <S²> = 0.75
- 2S+1 = 2
- LUMO level (alpha / beta) (eV) = -4.6 / -9.2
- charge = +1

XYZ file:
```
17
C3H11NOS the ωB97M-V functional and the def2-TZVPD basis
C -0.968 -1.688 0.081
C -0.228 -1.650 1.387
S -1.201 -1.205 2.920
H -2.148 -1.789 0.284
H -0.916 -0.692 -0.415
H -0.492 -2.499 -0.568
H 0.390 -0.758 1.341
H 0.202 -2.685 1.514
H -1.264 -2.562 3.340
N -0.084 1.598 -1.100
C 1.097 2.237 -1.573
O 2.257 2.057 -0.714
H -0.883 1.462 -1.777
H -0.208 1.960 -0.125
H 0.841 3.313 -1.407
H 1.437 1.835 -2.527
H 2.168 1.065 -0.660
```

Löwdin atomic charge list, values in e, 4 entries: -0.1509 -0.5084 1.0808 0.1268



Entry 4:
C11H19Br9O4S2 | the ωB97M-V functional and the def2-TZVPD basis

- <S²> = 0.75
- 2S+1 = 2
- LUMO level (alpha / beta) (eV) = -4.1 / -9.7
- charge = +1

XYZ file:
```
45
C11H19Br9O4S2 the ωB97M-V functional and the def2-TZVPD basis
C -0.672 6.242 -0.853
Br -1.354 7.642 0.465
Br 0.434 7.324 -2.078
Br -2.092 5.242 -1.767
H -0.054 5.521 -0.319
C 2.793 0.594 -3.884
Br 3.647 -0.663 -2.664
Br 1.114 1.288 -3.013
Br 2.504 -0.103 -5.750
H 3.471 1.447 -3.932
C -2.986 -0.942 2.876
Br -3.946 -2.296 1.867
Br -1.201 -1.709 3.231
Br -3.791 -0.654 4.610
H -3.000 0.010 2.345
C 2.087 -0.060 1.235
C 2.780 0.848 2.247
C 1.628 1.573 2.894
S 0.383 1.972 1.532
O 0.613 3.292 0.885
O -0.996 1.571 1.984
C 1.172 0.723 0.362
H 1.588 -0.892 1.732
H 2.798 -0.671 0.679
H 3.484 1.540 1.784
H 3.375 0.275 2.957
H 1.887 2.432 3.515
H 1.152 0.956 3.656
H 1.743 1.368 -0.306
H 0.349 0.283 -0.200
C -0.844 -1.919 -1.693
C -2.307 -2.316 -1.516
C -2.292 -3.817 -1.356
S -0.841 -4.156 -0.321
O 0.022 -5.160 -0.968
O -1.252 -4.424 1.031
C -0.020 -2.482 -0.483
H -0.688 -0.845 -1.793
H -0.497 -2.189 -2.690
H -2.874 -1.974 -2.382
H -2.805 -1.808 -0.690
H -2.141 -4.343 -2.299
H -3.111 -4.275 -0.802
H 1.068 -2.553 -0.509
H -0.330 -1.893 0.380
```

Löwdin atomic charge list, values in e, 4 entries: -1.4797 0.4719 0.5161 0.5314



Entry 5:
C5H9O | the ωB97M-V functional and the def2-TZVPD basis

- 2S+1 = 1
- LUMO level (eV) = 2.6
- charge = -1

XYZ file:
```
15
C5H9O the ωB97M-V functional and the def2-TZVPD basis
C -1.711 0.058 0.704
O -2.721 0.829 0.316
C -0.189 0.535 0.463
C 0.887 -0.516 0.618
C 1.764 -0.820 -0.377
C 2.021 -0.111 -1.579
H -1.692 -0.170 1.816
H -1.655 -0.945 0.172
H 0.010 1.350 1.158
H -0.030 1.024 -0.538
H 1.191 -0.775 1.680
H 0.431 -1.228 -1.571
H 2.580 -1.568 -0.139
H 1.693 0.924 -1.781
H 2.977 -0.251 -2.079
```

Löwdin atomic charge list, values in e, 4 entries: -0.5744 -0.3570 -0.2451 -0.2385



Entry 6:
C6H9N2OS | the ωB97M-V functional and the def2-TZVPD basis

- 2S+1 = 1
- LUMO level (eV) = -6.1
- charge = +1

XYZ file:
```
19
C6H9N2OS the ωB97M-V functional and the def2-TZVPD basis
C -1.481 -1.134 -0.606
C -0.899 0.929 0.241
C 1.415 0.942 0.272
C 0.045 -1.027 -0.428
C 2.641 0.246 -0.011
C -3.392 0.346 -0.294
N -1.950 0.061 -0.243
N 0.299 0.305 0.044
O -2.009 -2.122 -1.042
S -1.131 2.407 0.899
H 1.513 1.932 0.680
H 0.337 -1.873 0.242
H 0.794 -1.280 -1.349
H 2.520 -0.750 -0.384
H 3.195 0.911 -0.775
H 3.201 0.105 0.853
H -3.910 -0.623 -0.059
H -3.668 1.189 0.313
H -3.660 0.574 -1.396
```

Löwdin atomic charge list, values in e, 4 entries: -0.4463 -0.6881 0.0032 0.0041



Number 1: E -522.18015 Eh. Number 2: E -9340.77185 Eh. Number 3: E -648.66744 Eh. Number 4: E -24693.52473 Eh. Number 5: E -270.91729 Eh. Number 6: E -816.67132 Eh.